{"formula": "C26H32NO5OsS", "method": "ωB97M-V/def2-TZVPD", "homo_lumo_gap_ev": [4.87, 4.83], "lumo_ev": [-3.33, -6.79], "e_tot_ha": -1929.1676, "s2": 6.031, "relative_energy_ev": 0.233, "max_force_ha_per_bohr": 0.1320, "multiplicity": 5, "total_charge": 1, "elements": ["O", "C", "C", "H", "H", "C", "H", "H", "C", "H", "H", "H", "C", "H", "H", "H", "Os", "C", "C", "C", "H", "C", "C", "H", "H", "H", "H", "C", "C", "C", "H", "C", "C", "H", "H", "H", "H", "O", "C", "C", "H", "H", "C", "H", "H", "C", "H", "H", "H", "H", "O", "S", "O", "N", "C", "O", "C", "C", "C", "C", "C", "C", "H", "H", "H", "H"], "coordinates": [[-3.264909, -6.172672, -1.410352], [-2.905216, -7.257756, -0.485105], [-3.597980, -8.338283, -1.304627], [-3.343089, -7.114377, 0.515330], [-1.813742, -7.393418, -0.420799], [-3.975939, -7.159696, -2.216790], [-4.406708, -8.844112, -0.776857], [-2.883500, -9.036704, -1.744437], [-5.453373, -6.836060, -2.291656], [-5.912058, -6.739460, -1.303525], [-5.978902, -7.616295, -2.849192], [-5.596094, -5.898348, -2.834473], [-3.341131, -7.267497, -3.579087], [-2.269077, -7.468799, -3.494116], [-3.476937, -6.331361, -4.123523], [-3.803233, -8.073252, -4.152092], [0.178614, 0.293682, -0.883673], [2.106258, 0.471828, -1.826361], [2.306718, 0.195574, -0.450286], [1.683964, -1.060593, -0.149603], [2.784756, 0.838554, 0.286305], [1.173904, -1.579499, -1.375208], [1.392948, -0.603618, -2.391165], [1.053639, -0.663944, -3.412586], [2.378349, 1.393559, -2.316334], [1.605814, -1.496367, 0.844395], [0.673130, -2.536011, -1.492743], [-0.894919, 2.164889, -0.931725], [-0.960986, 1.495022, -2.185227], [-1.650702, 0.261983, -1.990108], [-0.488542, 1.838232, -3.100034], [-2.007331, 0.155720, -0.614108], [-1.540558, 1.342483, 0.039888], [-1.565372, 1.531047, 1.115819], [-0.357180, 3.087722, -0.715937], [-1.817748, -0.482951, -2.751333], [-2.481782, -0.683667, -0.097894], [-2.592353, -3.265331, 0.671398], [-2.084856, -3.683410, -0.649271], [-0.994872, -4.764866, -0.434164], [-1.636049, -2.798534, -1.157425], [-2.941867, -4.001568, -1.262507], [-1.242387, -5.113133, 1.035290], [-0.019500, -4.258815, -0.457776], [-1.018352, -5.647339, -1.080458], [-1.530245, -3.708510, 1.585276], [-0.484652, -5.722578, 1.525895], [-2.178537, -5.689205, 1.060215], [-0.592502, -3.094412, 1.505254], [-1.909585, -3.687917, 2.616396], [1.538775, 2.694159, 6.339239], [0.513323, 2.922420, 5.348591], [-0.709822, 3.565948, 5.776932], [0.249871, 1.616265, 4.389427], [0.642492, 1.688416, 3.104019], [0.523733, 0.751227, 2.272174], [1.228838, 3.034608, 2.822405], [1.757209, 3.556215, 1.634720], [2.227247, 4.873102, 1.604964], [2.195440, 5.653977, 2.775416], [1.701841, 5.116098, 3.978181], [1.216166, 3.814404, 3.951112], [1.770909, 2.883604, 0.777586], [2.638161, 5.276557, 0.675230], [2.557332, 6.676551, 2.763821], [1.626024, 5.635565, 4.933510]], "atomic_forces_ev_per_a": [[-0.1, -1.5, 0.6], [0.2, 0.1, 0.4], [0.2, 0.5, 0.2], [0.2, 0.1, -0.4], [-0.4, 0.2, 0.2], [-0.5, -0.3, -0.6], [0.0, 0.0, -0.3], [-0.4, -0.1, 0.0], [-0.1, 0.1, -0.2], [0.2, 0.0, -0.1], [0.0, 0.0, 0.1], [0.0, 0.0, 0.1], [0.0, 0.2, -0.3], [-0.1, 0.0, 0.0], [0.0, 0.0, -0.1], [0.0, 0.0, 0.0], [-0.5, -0.9, 6.7], [1.2, 0.4, -0.9], [1.3, -0.6, 0.9], [2.1, -0.3, 0.1], [-0.2, -0.2, -0.3], [-0.6, -0.4, -0.2], [2.1, -1.3, -2.5], [0.2, -0.2, -0.1], [0.2, -0.1, -0.1], [0.0, 0.1, -0.3], [0.0, 0.3, 0.0], [0.5, 0.7, 0.5], [-1.8, 0.9, -2.1], [-1.4, 0.4, -1.6], [-0.4, 0.0, 0.1], [-0.6, 0.7, 0.7], [-1.7, 0.3, 0.2], [-0.1, -0.1, -0.5], [-0.4, -0.2, -0.2], [-0.2, 0.0, 0.0], [0.2, 0.2, -0.4], [2.0, -0.4, -0.3], [-0.4, 0.7, -0.4], [0.0, 0.4, 0.8], [-0.2, -0.2, 0.3], [0.4, 0.0, 0.5], [-0.7, 0.1, 0.0], [0.0, -0.4, -0.3], [0.0, 0.7, -0.1], [-0.5, -0.5, -0.2], [0.3, 0.3, 0.0], [0.4, 0.4, 0.4], [-0.8, -0.1, 0.0], [0.0, 0.1, -0.4], [-1.0, -0.7, -1.1], [0.9, 2.8, 0.0], [0.8, -1.4, -0.8], [-1.5, -2.3, 2.1], [0.9, -0.2, -2.9], [0.1, 1.7, 1.9], [0.2, 0.0, -0.6], [-0.2, -0.2, 0.1], [-0.1, -0.5, 0.2], [-0.2, -0.4, 0.5], [-0.2, -0.2, -0.3], [0.1, 0.9, 0.9], [0.1, 0.4, -0.1], [-0.2, -0.1, 0.4], [0.0, -0.1, -0.1], [0.3, 0.3, -0.5]], "lowdin_charge": [-0.122, -0.170, -0.065, 0.122, 0.116, -0.577, 0.118, 0.116, -0.014, 0.092, 0.094, 0.087, -0.022, 0.091, 0.087, 0.095, 1.577, -0.199, -0.187, -0.189, 0.119, -0.156, -0.236, 0.128, 0.129, 0.125, 0.105, -0.186, -0.235, -0.204, 0.131, -0.138, -0.171, 0.119, 0.121, 0.127, 0.127, -0.152, -0.172, -0.164, 0.082, 0.112, -0.170, 0.088, 0.099, -0.170, 0.123, 0.084, 0.115, 0.125, -0.222, 0.682, -0.226, 0.109, -0.410, 0.066, -0.142, -0.004, -0.034, -0.020, -0.002, -0.212, 0.091, 0.119, 0.118, 0.135]}

{"formula": "C10H18FN2", "method": "ωB97M-V/def2-TZVPD", "homo_lumo_gap_ev": 10.17, "lumo_ev": -2.87, "e_tot_ha": -600.8318, "relative_energy_ev": 1.745, "max_force_ha_per_bohr": 0.0940, "total_charge": 1, "elements": ["C", "C", "C", "C", "C", "C", "C", "C", "C", "C", "N", "N", "F", "H", "H", "H", "H", "H", "H", "H", "H", "H", "H", "H", "H", "H", "H", "H", "H", "H", "H"], "coordinates": [[-3.940963, 1.308268, -0.044237], [-3.075475, 0.328786, -0.290964], [1.160040, -1.838210, -0.601737], [-0.796525, -0.221874, -0.646996], [-3.179876, -1.089892, 0.173279], [2.515166, -1.228647, -1.018190], [1.039631, -2.468314, 0.807608], [1.019370, 2.008951, 1.550209], [2.800554, 2.123968, -0.339898], [1.570744, 2.048785, 0.116501], [0.028026, -1.031127, -0.747698], [-1.737747, 0.640965, -0.672182], [0.574439, 1.977968, -0.858620], [-3.623362, 2.301487, -0.299700], [-4.970001, 1.136651, 0.249259], [-4.234057, -1.289688, 0.332592], [-2.433810, -1.293746, 1.098686], [-2.910610, -1.726697, -0.570882], [2.744612, -0.473512, -0.381188], [3.348676, -1.906945, -1.083165], [2.377046, -0.872287, -1.972360], [0.788879, -1.658359, 1.497932], [0.373330, -3.251107, 0.877869], [2.115730, -2.900346, 0.950841], [0.226086, 2.645585, 1.667410], [0.583810, 1.097094, 1.772720], [1.636496, 2.471252, 2.292646], [3.601500, 2.310638, 0.322846], [0.884348, -2.634664, -1.475919], [2.948810, 2.078863, -1.482515], [-1.434865, 1.406142, -1.224136]], "atomic_forces_ev_per_a": [[0.4, -0.4, -1.0], [-0.4, 0.0, 1.9], [-0.3, -4.4, -2.1], [1.6, -2.0, -0.2], [0.3, 1.5, 2.9], [-1.7, -1.9, 0.4], [4.3, 1.1, -0.8], [1.6, 1.0, -2.2], [-0.6, 0.1, -2.4], [-0.4, 0.2, 0.9], [-1.3, 3.0, -0.1], [-0.2, -0.1, -0.2], [0.2, -0.2, 0.6], [-0.2, 0.5, 0.1], [0.3, -0.1, 0.1], [0.1, -0.2, 0.8], [-2.1, 0.5, -1.8], [1.0, -2.0, -2.3], [0.9, 2.3, 1.8], [-0.1, -0.8, 0.4], [-0.2, 1.2, -2.3], [0.4, -0.3, 0.3], [-1.6, -1.5, 0.0], [-2.0, 0.8, 0.5], [-2.4, 1.9, -0.5], [-0.2, -2.2, 0.8], [1.2, -0.7, 0.3], [0.8, -0.1, 0.5], [1.1, 1.1, 2.2], [-0.1, 0.2, 2.1], [-0.3, 1.5, -0.4]], "lowdin_charge": [0.110, -0.341, -0.372, -0.067, -0.027, -0.008, -0.013, 0.007, 0.068, -0.344, 0.232, 0.143, -0.028, 0.073, 0.087, 0.097, 0.155, 0.040, 0.025, 0.102, 0.063, 0.081, 0.048, 0.132, 0.051, 0.044, 0.095, 0.068, 0.200, 0.122, 0.156]}

{"formula": "C3H8NO", "method": "ωB97M-V/def2-TZVPD", "homo_lumo_gap_ev": 10.21, "lumo_ev": -5.01, "e_tot_ha": -248.7920, "relative_energy_ev": 1.196, "max_force_ha_per_bohr": 0.0242, "total_charge": 1, "elements": ["C", "C", "C", "N", "H", "H", "H", "H", "H", "H", "H", "H", "O"], "coordinates": [[-0.611381, -0.367594, 1.197955], [-1.939458, -0.371029, 1.125081], [0.054180, 1.465293, -0.153719], [0.134026, 0.221897, 0.107912], [0.061934, -0.784343, 1.936050], [-2.399306, -0.094235, 0.178705], [-2.611754, -0.376581, 1.975607], [0.510912, 1.851143, -1.062397], [-0.299725, 2.192939, 0.569489], [0.665221, -0.317910, -0.604076], [2.490414, -0.903558, -2.433651], [2.132435, -1.560348, -1.074359], [1.812499, -0.955675, -1.762598]], "atomic_forces_ev_per_a": [[0.1, -0.3, 0.1], [0.3, 1.2, -0.1], [0.9, 0.5, 0.1], [-0.6, 0.1, -1.0], [-0.4, 0.2, 0.4], [0.0, 0.2, 0.2], [0.2, -1.1, 0.0], [0.0, -0.2, 0.1], [-0.6, -0.3, 0.0], [-0.1, -0.1, 0.1], [0.3, 0.0, -0.3], [0.3, 0.0, -0.6], [-0.5, -0.2, 1.0]], "lowdin_charge": [-0.121, 0.099, 0.188, 0.040, 0.126, 0.087, 0.090, 0.130, 0.133, 0.107, 0.074, 0.077, -0.030]}

{"formula": "C5H6FI2NO6S", "method": "ωB97M-V/def2-TZVPD", "homo_lumo_gap_ev": 8.38, "lumo_ev": -1.37, "e_tot_ha": -1793.7028, "max_force_ha_per_bohr": 0.0838, "elements": ["O", "C", "I", "C", "N", "I", "S", "O", "O", "F", "H", "H", "C", "C", "O", "C", "O", "O", "H", "H", "H", "H"], "coordinates": [[1.008398, -2.258002, 4.535307], [0.638294, -1.318641, 3.958615], [0.038045, 0.374164, 5.147753], [0.667349, -1.389502, 2.399471], [0.535227, -0.140415, 1.639476], [-1.344583, 0.669225, 1.576374], [1.792621, 0.957143, 1.800883], [2.707159, 0.690063, 0.729846], [1.288496, 2.289180, 1.687404], [2.626793, 0.764313, 3.153282], [-0.111994, -2.096023, 2.040271], [1.634225, -1.866787, 2.116154], [-0.502647, 0.729575, -2.454395], [-0.870314, 0.764497, -3.914445], [-1.717547, -0.374867, -4.053648], [-2.239932, -0.648679, -2.828646], [-3.110349, -1.430957, -2.628481], [-1.634513, 0.092491, -1.860564], [-0.352076, 1.723189, -2.035407], [0.385906, 0.124665, -2.259152], [-1.435771, 1.659915, -4.183068], [-0.002788, 0.685453, -4.567031]], "atomic_forces_ev_per_a": [[0.5, -1.7, 1.1], [-0.2, 0.6, -1.2], [-0.2, 0.2, -0.3], [0.1, 0.1, -0.6], [0.6, 0.1, 1.7], [-0.2, 0.0, 0.0], [1.0, 2.0, -3.7], [0.3, -1.4, 1.2], [-0.5, -0.5, 1.8], [-1.3, -0.3, -0.8], [0.3, 0.5, 0.5], [-0.5, 0.4, 0.4], [0.4, 0.3, 0.3], [0.2, 0.3, -0.4], [0.0, 0.0, 0.4], [-0.2, -0.2, 0.0], [0.1, 0.1, 0.0], [-0.1, -0.1, -0.4], [-0.1, -0.1, 0.1], [0.0, 0.0, 0.0], [0.0, 0.0, 0.0], [-0.1, -0.2, -0.1]], "lowdin_charge": [0.030, -0.840, 0.852, -0.294, -0.679, 1.022, 0.484, -0.265, -0.331, -0.185, 0.128, 0.145, -0.136, -0.124, 0.064, -0.562, 0.167, -0.014, 0.133, 0.137, 0.134, 0.134]}